Record 1
{"formula": "C14H19BrOW", "method": "the ωB97M-V functional and the def2-TZVPD basis", "homo_lumo_gap_ev": [3.723, 2.580], "lumo_energy_ev": [-1.74, -2.40], "s2": 2.043, "e_tot_ev": -88733.979, "multiplicity": 3, "charge": 0, "symbols": ["C", "C", "C", "H", "C", "C", "H", "H", "H", "H", "W", "Br", "C", "C", "C", "H", "C", "C", "H", "H", "H", "H", "C", "C", "C", "C", "O", "H", "H", "H", "H", "H", "H", "H", "H", "H"], "coordinates": [[-1.974, -0.847, -0.825], [-1.770, -1.344, 0.484], [-1.826, -0.248, 1.382], [-1.595, -2.373, 0.752], [-2.022, 0.924, 0.627], [-2.095, 0.560, -0.740], [-2.209, 1.237, -1.571], [-1.985, -1.430, -1.728], [-1.685, -0.299, 2.448], [-2.057, 1.929, 1.015], [-0.049, -0.008, -0.019], [1.094, -0.840, -1.779], [2.722, 0.668, -4.928], [1.632, 1.450, -5.357], [0.649, 0.583, -5.874], [1.562, 2.532, -5.300], [1.132, -0.737, -5.764], [2.414, -0.684, -5.180], [3.050, -1.535, -4.961], [3.638, 1.040, -4.482], [-0.311, 0.878, -6.284], [0.610, -1.635, -6.075], [1.431, 0.248, 3.761], [-0.049, -0.008, 3.401], [-0.387, -1.395, 4.049], [-0.836, 1.182, 4.050], [-0.049, -0.008, 1.981], [1.586, 0.275, 4.862], [1.774, 1.218, 3.340], [2.081, -0.550, 3.340], [-0.204, -1.361, 5.145], [-1.443, -1.717, 3.930], [0.256, -2.188, 3.612], [-0.497, 2.146, 3.612], [-1.937, 1.128, 3.929], [-0.651, 1.212, 5.145]], "mulliken_spin": [-0.08, 0.04, -0.09, 0.00, 0.06, 0.00, 0.02, 0.00, 0.01, 0.03, 1.74, 0.05, 0.06, 0.01, 0.06, 0.00, 0.02, 0.05, 0.00, 0.00, 0.00, 0.00, 0.00, -0.02, 0.01, 0.01, 0.04, 0.00, 0.00, 0.00, 0.00, 0.00, 0.00, 0.00, 0.00, 0.00]}

***

Record 2
{"formula": "C47H125N17O19", "method": "the ωB97M-V functional and the def2-TZVPD basis", "homo_lumo_gap_ev": 8.712, "lumo_energy_ev": 0.25, "e_tot_ev": -114994.840, "e_above_lowest_kj_mol": 216.7, "smiles": "COCCNCCOC.COCCNCCOC.COCCNCCOC.COCCNCCOC.COCCNCCOC.COCCNCCOC.COCCNCCOC.NC(N)=O.NC(N)=O.NC(N)=O.NC(N)=O.NC(N)=O", "multiplicity": 1, "charge": 0, "symbols": ["C", "O", "C", "C", "N", "C", "C", "O", "C", "H", "H", "H", "H", "H", "H", "H", "H", "H", "H", "H", "H", "H", "H", "H", "C", "O", "C", "C", "N", "C", "C", "O", "C", "H", "H", "H", "H", "H", "H", "H", "H", "H", "H", "H", "H", "H", "H", "H", "C", "O", "C", "C", "N", "C", "C", "O", "C", "H", "H", "H", "H", "H", "H", "H", "H", "H", "H", "H", "H", "H", "H", "H", "C", "O", "C", "C", "N", "C", "C", "O", "C", "H", "H", "H", "H", "H", "H", "H", "H", "H", "H", "H", "H", "H", "H", "H", "C", "O", "C", "C", "N", "C", "C", "O", "C", "H", "H", "H", "H", "H", "H", "H", "H", "H", "H", "H", "H", "H", "H", "H", "C", "O", "C", "C", "N", "C", "C", "O", "C", "H", "H", "H", "H", "H", "H", "H", "H", "H", "H", "H", "H", "H", "H", "H", "C", "O", "C", "C", "N", "C", "C", "O", "C", "H", "H", "H", "H", "H", "H", "H", "H", "H", "H", "H", "H", "H", "H", "H", "C", "O", "N", "N", "H", "H", "H", "H", "C", "O", "N", "N", "H", "H", "H", "H", "C", "O", "N", "N", "H", "H", "H", "H", "C", "O", "N", "N", "H", "H", "H", "H", "C", "O", "N", "N", "H", "H", "H", "H"], "coordinates": [[-12.930, 9.870, 28.710], [-13.973, 10.242, 29.607], [-14.809, 11.249, 29.065], [-15.739, 11.638, 30.263], [-14.946, 12.229, 31.331], [-15.503, 12.062, 32.656], [-15.392, 10.628, 33.216], [-13.976, 10.313, 33.410], [-13.322, 10.997, 34.512], [-12.150, 10.640, 28.752], [-13.282, 9.788, 27.673], [-12.404, 8.966, 28.986], [-15.393, 10.829, 28.218], [-14.143, 12.051, 28.777], [-16.223, 10.703, 30.584], [-16.414, 12.400, 29.857], [-14.122, 11.597, 31.291], [-16.553, 12.335, 32.749], [-15.051, 12.821, 33.296], [-15.788, 9.909, 32.518], [-15.921, 10.583, 34.174], [-13.616, 10.477, 35.420], [-13.537, 12.069, 34.489], [-12.251, 10.899, 34.329], [-11.454, 7.080, 26.293], [-10.932, 6.354, 27.394], [-11.156, 4.973, 27.160], [-10.656, 4.231, 28.401], [-11.357, 4.587, 29.657], [-12.799, 4.402, 29.760], [-13.140, 2.912, 29.916], [-14.540, 2.714, 29.612], [-14.877, 1.310, 29.684], [-12.513, 6.853, 26.277], [-10.957, 6.739, 25.379], [-11.300, 8.148, 26.364], [-10.596, 4.695, 26.241], [-12.181, 4.732, 26.897], [-9.608, 4.503, 28.601], [-10.732, 3.146, 28.287], [-11.320, 5.596, 29.677], [-13.292, 4.708, 28.832], [-13.206, 5.096, 30.492], [-13.032, 2.621, 30.967], [-12.490, 2.312, 29.290], [-14.714, 0.923, 30.694], [-14.284, 0.788, 28.940], [-15.954, 1.177, 29.518], [-8.969, 5.736, 18.289], [-8.453, 4.994, 19.343], [-9.175, 5.322, 20.542], [-8.588, 4.424, 21.605], [-8.913, 3.015, 21.318], [-8.016, 2.058, 22.003], [-8.141, 1.979, 23.497], [-9.445, 1.588, 23.810], [-9.637, 1.403, 25.198], [-8.310, 5.616, 17.437], [-9.051, 6.808, 18.500], [-9.956, 5.316, 18.024], [-10.250, 5.139, 20.454], [-8.924, 6.370, 20.739], [-8.935, 4.709, 22.584], [-7.509, 4.633, 21.509], [-8.792, 2.873, 20.308], [-6.940, 2.191, 21.853], [-8.293, 1.097, 21.572], [-7.954, 2.983, 23.928], [-7.369, 1.360, 23.953], [-10.013, 2.250, 25.790], [-8.705, 1.080, 25.695], [-10.371, 0.610, 25.329], [-6.544, 9.034, 22.776], [-7.255, 8.167, 23.706], [-6.479, 6.926, 23.778], [-7.081, 6.191, 25.002], [-6.914, 6.902, 26.296], [-5.530, 7.014, 26.791], [-5.066, 5.685, 27.472], [-3.726, 5.857, 27.846], [-3.174, 4.668, 28.323], [-6.492, 8.369, 21.884], [-5.528, 9.332, 23.027], [-7.117, 9.923, 22.544], [-5.401, 7.086, 23.854], [-6.684, 6.307, 22.910], [-6.700, 5.162, 25.034], [-8.150, 6.002, 24.888], [-7.228, 7.855, 26.166], [-5.395, 7.935, 27.327], [-4.844, 7.111, 25.938], [-5.244, 4.851, 26.782], [-5.672, 5.521, 28.335], [-2.799, 4.031, 27.522], [-3.924, 4.085, 28.877], [-2.372, 4.890, 29.013], [-17.922, 3.637, 31.480], [-17.342, 4.634, 32.250], [-15.960, 4.741, 32.057], [-15.186, 3.748, 32.845], [-15.389, 3.944, 34.300], [-14.974, 2.790, 35.132], [-13.616, 3.079, 35.694], [-12.670, 3.238, 34.652], [-12.002, 1.997, 34.281], [-18.967, 3.460, 31.722], [-17.456, 2.648, 31.597], [-17.876, 3.862, 30.414], [-15.656, 5.765, 32.298], [-15.748, 4.666, 30.960], [-14.126, 3.803, 32.613], [-15.470, 2.705, 32.596], [-16.401, 4.074, 34.431], [-14.983, 1.815, 34.660], [-15.712, 2.687, 35.924], [-13.355, 2.272, 36.373], [-13.677, 3.993, 36.305], [-11.591, 1.485, 35.151], [-11.227, 2.238, 33.559], [-12.669, 1.250, 33.801], [-6.509, -0.109, 31.653], [-7.537, 0.621, 30.948], [-8.794, 0.731, 31.667], [-9.639, 1.856, 31.007], [-9.153, 3.169, 31.331], [-7.815, 3.545, 30.870], [-7.662, 5.092, 31.011], [-6.351, 5.411, 30.575], [-6.101, 6.782, 30.773], [-5.551, 0.161, 31.219], [-6.670, -1.196, 31.662], [-6.513, 0.209, 32.708], [-8.548, 0.841, 32.722], [-9.390, -0.173, 31.540], [-10.648, 1.621, 31.344], [-9.734, 1.666, 29.900], [-9.775, 3.805, 30.821], [-7.564, 3.190, 29.869], [-7.104, 2.970, 31.440], [-7.878, 5.359, 32.054], [-8.373, 5.586, 30.324], [-6.224, 7.027, 31.835], [-6.760, 7.486, 30.272], [-5.064, 6.926, 30.521], [-14.247, 2.878, 18.371], [-13.562, 3.851, 19.054], [-14.307, 5.053, 19.100], [-13.552, 6.044, 19.938], [-13.268, 5.518, 21.275], [-12.406, 6.391, 22.090], [-13.142, 7.606, 22.596], [-12.149, 8.301, 23.306], [-12.578, 9.502, 23.936], [-15.294, 2.909, 18.731], [-13.942, 1.870, 18.626], [-14.150, 2.990, 17.270], [-15.326, 4.924, 19.493], [-14.388, 5.432, 18.062], [-14.142, 6.971, 20.007], [-12.635, 6.341, 19.430], [-12.789, 4.619, 21.186], [-11.430, 6.596, 21.624], [-12.080, 5.785, 22.942], [-13.973, 7.223, 23.196], [-13.536, 8.166, 21.752], [-13.212, 9.284, 24.796], [-13.069, 10.228, 23.283], [-11.668, 10.069, 24.220], [-11.724, 6.740, 32.434], [-10.852, 6.972, 31.648], [-12.611, 7.705, 32.921], [-11.783, 5.484, 32.944], [-13.235, 7.475, 33.660], [-12.668, 8.624, 32.562], [-11.009, 4.884, 32.730], [-12.352, 5.314, 33.746], [-13.439, -0.876, 26.672], [-13.221, -1.995, 27.110], [-12.635, 0.263, 27.146], [-14.355, -0.670, 25.561], [-12.776, 1.187, 26.789], [-11.969, 0.108, 27.886], [-15.133, -1.272, 25.392], [-14.503, 0.282, 25.302], [-13.340, -1.365, 31.933], [-12.621, -0.994, 32.854], [-12.904, -1.572, 30.598], [-14.763, -1.645, 32.192], [-13.532, -1.590, 29.831], [-11.941, -1.353, 30.376], [-14.915, -1.919, 33.143], [-15.092, -2.397, 31.580], [-14.655, 3.641, 25.816], [-13.880, 2.669, 25.683], [-14.924, 4.424, 24.668], [-15.281, 3.913, 27.062], [-15.666, 5.117, 24.579], [-14.459, 4.113, 23.837], [-15.458, 4.879, 27.312], [-14.896, 3.427, 27.877], [-9.083, 9.630, 29.106], [-9.003, 10.621, 29.790], [-9.658, 8.379, 29.505], [-8.427, 9.631, 27.856], [-10.135, 8.192, 30.369], [-9.640, 7.642, 28.802], [-8.082, 10.470, 27.398], [-8.402, 8.729, 27.418]], "mulliken_charge": [-0.44, -0.13, -0.69, -0.42, -0.38, -0.92, -0.40, -0.15, -0.83, 0.35, 0.17, -0.07, 0.31, 0.40, 0.21, 0.41, 0.27, 0.40, 0.38, 0.26, 0.38, 0.31, 0.31, 0.23, -1.24, 0.16, -0.19, -0.50, 1.57, -0.63, 0.45, 0.14, -0.21, 0.39, 0.33, 0.33, 0.41, -0.16, -0.03, 0.11, -0.58, -0.23, 0.18, -0.48, 0.22, 0.14, -0.34, 0.34, -0.71, -0.48, -0.50, -0.37, -0.27, -1.00, 0.13, -0.37, -0.38, 0.29, 0.30, 0.23, 0.26, 0.49, 0.22, 0.29, 0.32, 0.40, 0.39, -0.15, 0.47, -0.05, 0.37, 0.18, -0.88, -0.22, -0.43, -0.34, 0.28, -0.86, 0.06, -0.43, -0.70, 0.31, 0.31, 0.25, 0.40, 0.25, 0.14, -0.10, 0.10, 0.58, 0.11, 0.37, -0.02, 0.31, 0.23, 0.30, -0.67, -0.46, -0.15, 0.50, -0.39, -0.54, -0.83, -0.22, -0.46, 0.33, 0.22, 0.30, 0.23, 0.08, -0.43, 0.04, 0.37, 0.22, 0.48, 0.46, 0.38, 0.45, -0.21, 0.31, -0.81, -0.25, -1.19, 0.52, 0.04, -0.98, 0.09, -0.37, -0.85, 0.25, 0.30, 0.33, 0.45, 0.55, -0.05, 0.05, -0.30, 0.21, 0.62, 0.38, -0.04, 0.41, 0.20, 0.33, -0.82, -0.22, -0.76, -0.50, -0.17, -0.53, -0.52, -0.17, -0.93, 0.32, 0.25, 0.28, 0.40, 0.39, 0.33, 0.32, 0.37, 0.08, 0.24, 0.20, 0.49, 0.36, 0.33, 0.23, 0.35, -0.59, -0.17, -0.02, 0.09, 0.00, 0.03, 0.08, 0.50, -0.64, 0.06, -0.41, 0.04, 0.04, 0.25, 0.21, 0.46, -0.60, -0.24, -0.48, 0.16, 0.21, 0.27, 0.23, 0.40, -0.58, -0.35, -0.28, 0.19, 0.14, 0.32, 0.05, 0.35, -0.69, 0.52, -0.21, 0.27, -0.42, 0.20, 0.13]}